(1)
# C14H32FN4O2

A gas-phase ion, C14H32FN4O2 (charge +1) (ωB97M-V/def2-TZVPD, the Open Molecules 2025 dataset).

## Properties
**Frontier orbital gap**: 8.6839 eV
**Charge**: +1
**LUMO level**: -4.179 eV
**E_HOMO**: -12.86 eV
**E**: -27801.0815 eV
**SMILES**: CCCCCCN(/C(NOC[C@H](C)O)=[NH+]\CN)[C@@H](F)CC

Positions of all 53 atoms, in Å:
C  6.07868  -1.95390  0.93848
C  4.56887  -1.96067  1.12050
C  3.80742  -1.54096  -0.15058
C  2.34104  -1.94722  -0.04656
C  1.40316  -1.37148  -1.11057
C  1.45076  0.15034  -1.32509
N  0.32550  0.94418  -0.71552
C  -0.88115  0.77001  -1.34558
N  -1.77938  -0.26308  -0.93690
O  -3.00660  0.38632  -0.59004
C  -4.12219  -0.48196  -0.75422
C  -4.35439  -1.44187  0.42213
C  -5.21925  -0.83801  1.53712
O  -3.09611  -1.88961  0.90089
N  -1.24234  1.57870  -2.28920
C  -0.45257  2.72835  -2.81020
N  -0.70014  3.94550  -2.06960
C  0.19755  0.80487  0.75565
F  1.47524  0.62056  1.23992
C  -0.40685  2.05532  1.36502
C  -0.46143  1.97775  2.89369
H  6.56156  -2.12945  1.90169
H  6.44797  -0.99530  0.57680
H  6.41394  -2.75281  0.27929
H  4.23946  -2.96380  1.39529
H  4.28551  -1.26126  1.90855
H  3.93605  -0.46095  -0.24626
H  4.28151  -2.00202  -1.02014
H  1.98291  -1.74152  0.96114
H  2.30801  -3.03393  -0.15640
H  0.38389  -1.66131  -0.84479
H  1.60179  -1.85038  -2.07045
H  1.39929  0.34564  -2.39827
H  2.37022  0.60729  -0.98128
H  -1.94402  -0.91267  -1.70625
H  -4.98135  0.18282  -0.82931
H  -4.06605  -1.01866  -1.70752
H  -4.87162  -2.31334  0.00965
H  -5.98903  -1.54979  1.82992
H  -5.73404  0.06600  1.22120
H  -4.63229  -0.61233  2.42593
H  -3.13791  -1.98364  1.84971
H  -2.14138  1.42104  -2.72519
H  -0.77868  2.83928  -3.84267
H  0.59525  2.45500  -2.77350
H  0.12415  4.22945  -1.56302
H  -1.47509  3.86584  -1.42929
H  -0.43167  -0.05189  1.01956
H  0.20369  2.90795  1.05943
H  -1.42128  2.20398  0.98885
H  -1.35304  1.43918  3.21312
H  0.40999  1.48064  3.30986
H  -0.51356  2.97781  3.31504


(2)
# C4H4N2OS

A single C4H4N2OS molecule at a distorted geometry (ωB97M-V/def2-TZVPD, the Open Molecules 2025 dataset).

## Properties
**Frontier orbital gap**: 8.0615 eV
**LUMO level**: -0.473 eV
**E_HOMO**: -8.53 eV
**E**: -20073.3588 eV
**SMILES**: C=Cc1nc(=S)o[nH]1

Positions of all 12 atoms, in Å:
C  -2.13724  0.36032  0.65056
C  -0.93202  0.86512  0.63633
C  0.25109  0.18728  0.13018
C  2.28366  -0.40874  -0.30773
H  -3.01500  0.89356  1.01480
H  -2.27742  -0.64947  0.25410
H  -0.72806  1.85704  1.06464
H  -0.50074  -0.95337  -1.53685
N  1.48585  0.38506  0.47893
N  0.18996  -0.79295  -0.80948
O  1.49325  -1.11129  -1.17763
S  3.88667  -0.63257  -0.39785


(3)
# C15H56O13

13 unconnected molecules or ions with the total composition C15H56O13 at a distorted geometry (ωB97M-V/def2-TZVPD, the Open Molecules 2025 dataset).

## Properties
**Frontier orbital gap**: 9.9891 eV
**LUMO level**: -0.015 eV
**E_HOMO**: -10.00 eV
**E**: -43080.7480 eV

Positions of all 84 atoms, in Å:
O  -0.90540  13.62545  5.46861
H  -1.60253  13.38461  6.09024
H  -0.75089  12.82599  4.95060
O  -3.77410  17.34293  -0.37910
H  -4.63326  16.90225  -0.39065
H  -3.19423  16.76616  -0.89525
O  -2.46518  21.28750  1.72094
H  -2.54048  20.47949  1.20656
H  -2.53747  20.99025  2.63223
O  -0.75139  15.47632  -0.53443
H  -0.18914  15.86069  -1.21691
H  -0.88097  16.19364  0.11849
O  2.44393  19.98288  3.83139
H  1.66572  20.49429  4.07471
H  2.76841  19.61408  4.66848
O  3.42888  15.44472  1.49108
H  3.70454  16.35488  1.64619
H  3.12021  15.13777  2.35346
O  0.44090  13.10622  0.03066
H  -0.11659  13.92243  -0.02272
H  0.51257  12.79686  -0.87621
O  2.87991  18.20765  6.06194
H  2.28804  17.58961  6.50750
H  3.73902  17.77197  6.07085
C  2.17841  16.16676  8.57644
C  1.18596  15.18031  8.00471
C  -0.16296  15.39818  8.70854
O  0.92166  15.55649  6.65422
H  3.17652  15.93516  8.19752
H  2.09024  16.16352  9.66044
H  1.93477  17.15946  8.20110
H  1.52873  14.14682  8.10961
H  -0.93431  14.78383  8.23463
H  -0.54161  16.41892  8.69438
H  -0.11617  15.06470  9.75230
H  0.41588  14.85839  6.21212
C  -4.15252  18.47804  4.31029
C  -4.71029  18.28190  2.91615
C  -5.93269  19.17692  2.61884
O  -3.69494  18.64461  1.97803
H  -3.33962  17.79465  4.55117
H  -4.90077  18.30947  5.08882
H  -3.81087  19.50553  4.45543
H  -5.01220  17.23613  2.79459
H  -6.63526  19.08424  3.45399
H  -6.47756  18.90999  1.71595
H  -5.61313  20.21830  2.62138
H  -3.89840  18.29201  1.08002
C  -0.15597  19.50507  7.77988
C  -1.52563  20.14376  7.57539
C  -2.60552  19.34475  8.33060
O  -1.53181  21.42546  8.22334
H  0.60280  20.28843  7.66423
H  0.17268  18.90974  6.92096
H  -0.00642  18.98588  8.72379
H  -1.85319  20.21681  6.53872
H  -2.74769  18.36691  7.86722
H  -3.51678  19.92996  8.47195
H  -2.32153  19.30290  9.38926
H  -0.98415  21.35412  9.00987
C  4.40796  13.20446  3.82089
C  4.48500  14.34000  4.83231
C  5.78612  15.11301  4.80344
O  3.45828  15.31168  4.54198
H  4.84193  12.24916  4.13074
H  4.89019  13.51765  2.89455
H  3.37206  12.89177  3.65454
H  4.22028  13.87449  5.79074
H  6.62179  14.48001  5.10110
H  5.69694  16.00738  5.41869
H  5.99480  15.46360  3.79079
H  2.61960  14.84217  4.63139
C  0.18677  15.80588  2.81911
C  -0.95126  16.79968  2.91283
C  -0.47729  17.96582  3.76667
O  -1.23137  17.29774  1.61919
H  1.13006  16.25483  2.51623
H  -0.11502  14.95208  2.20814
H  0.40659  15.38207  3.80418
H  -1.85983  16.37344  3.35622
H  -1.28945  18.69986  3.81753
H  0.32904  18.57069  3.34439
H  -0.08949  17.63161  4.73285
H  -2.03112  17.85528  1.59937


(4)
# C4H10O2Tm

A molecular structure, C4H10O2Tm at a distorted geometry (ωB97M-V/def2-TZVPD, the Open Molecules 2025 dataset).

## Properties
**Frontier orbital gap (alpha / beta)**: 7.2210 / 8.5603 eV
**Charge**: +2
**Spin multiplicity**: 4
**LUMO level (alpha / beta)**: -9.021 / -10.654 eV
**E_HOMO (alpha / beta)**: -16.24 / -19.21 eV
**E**: -37914.1361 eV

Positions of all 17 atoms, in Å:
H  0.60307  1.58187  -1.40804
C  -1.22803  -1.75149  -1.04156
O  -1.09251  -0.46940  -0.44163
C  0.20058  -0.05032  -0.03853
C  0.98158  0.58219  -1.16055
H  -2.29931  -1.95199  -1.13553
H  -0.76147  -1.74201  -2.03475
H  -0.75718  -2.51631  -0.40861
H  0.72009  -0.93479  0.36511
H  0.85581  0.01365  -2.09031
H  2.02217  0.71034  -0.83763
H  1.18420  0.07404  1.95178
C  0.69047  1.16730  2.00245
O  -0.24449  1.02912  0.97155
Tm  -2.60146  0.87209  0.79635
H  0.20171  1.60768  2.87697
H  1.52476  1.77805  1.63292


(5)
# C24H18BrN6Pt

A molecular structure, C24H18BrN6Pt (ωB97M-V/def2-TZVPD, the Open Molecules 2025 dataset).

## Properties
**Frontier orbital gap**: 7.5181 eV
**Charge**: +1
**LUMO level**: -3.771 eV
**E_HOMO**: -11.29 eV
**E**: -107405.6288 eV

Positions of all 50 atoms, in Å:
Pt  -0.25897  0.09606  0.13027
C  -2.72327  -2.38408  -2.17397
C  -3.81700  -1.60094  -2.55535
C  -3.90110  -0.30656  -2.11435
C  -2.90186  0.23448  -1.28915
N  -1.84105  -0.52485  -0.95839
C  -1.77108  -1.80786  -1.38113
N  -3.09301  1.52819  -0.86903
C  -2.32587  2.16008  -0.05880
N  -1.16515  1.74940  0.55085
C  -0.60835  2.75577  1.31406
N  0.48457  2.76376  1.97691
C  1.37708  1.71624  2.05028
C  2.47560  1.89587  2.90208
C  3.42163  0.91378  3.03695
C  3.28522  -0.27050  2.30790
C  2.20442  -0.38960  1.48095
N  1.26482  0.57348  1.35161
C  -1.53392  3.90814  1.23194
C  -1.47082  5.15493  1.81429
C  -2.50730  6.04043  1.53003
C  -3.55731  5.67601  0.69009
C  -3.60697  4.41383  0.10406
C  -2.57723  3.54631  0.39523
H  -2.62318  -3.41276  -2.48561
H  -4.59283  -2.01571  -3.18459
H  -4.73192  0.33604  -2.36499
H  -0.89809  -2.36515  -1.05742
H  2.53308  2.83137  3.43808
H  4.26570  1.05484  3.69816
H  4.00703  -1.06987  2.37804
H  2.06470  -1.27309  0.86621
H  -0.65037  5.42383  2.46538
H  -2.49988  7.02840  1.96971
H  -4.34740  6.38739  0.49190
H  -4.41681  4.11819  -0.54870
C  -0.77271  0.06115  -6.04515
C  0.21912  0.38549  -4.96332
C  1.42366  1.02796  -5.21460
C  2.28482  1.30728  -4.16859
C  1.90004  0.92646  -2.89497
Br  3.07915  1.31808  -1.46394
N  0.76695  0.30839  -2.61372
C  -0.04489  0.05101  -3.64225
H  -0.38276  0.31959  -7.02734
H  -1.70174  0.61320  -5.89552
H  -1.01757  -1.00154  -6.04631
H  1.69176  1.31134  -6.22483
H  3.22921  1.80599  -4.32719
H  -0.97443  -0.45511  -3.40481


(6)
# C21H33FeN4PS

A molecular structure, C21H33FeN4PS (ωB97M-V/def2-TZVPD, the Open Molecules 2025 dataset).

## Properties
**Frontier orbital gap (alpha / beta)**: 7.3714 / 6.9108 eV
**Charge**: +1
**Spin multiplicity**: 6
**LUMO level (alpha / beta)**: -3.345 / -4.152 eV
**E_HOMO (alpha / beta)**: -10.72 / -11.06 eV
**E**: -82779.2841 eV

Positions of all 61 atoms, in Å:
Fe  1.09182  -0.33165  0.38339
C  -0.21914  -2.29287  0.66021
C  -0.42410  -1.38981  1.74084
C  0.78182  -1.33968  2.50631
C  1.74227  -2.16044  1.86279
C  1.12838  -2.75373  0.73443
C  1.75033  -3.86440  -0.05186
C  3.11579  -2.46879  2.36363
C  0.94166  -0.60941  3.80155
C  -1.74366  -0.84593  2.19713
C  -1.30670  -2.88466  -0.17599
H  1.27007  -4.04756  -1.01246
H  1.65769  -4.79601  0.51449
H  2.81380  -3.69897  -0.22537
H  3.46216  -1.71710  3.06899
H  3.84322  -2.52527  1.55274
H  3.11857  -3.43669  2.87245
H  1.26668  0.42292  3.66023
H  1.68797  -1.09786  4.42700
H  0.00016  -0.59768  4.35098
H  -1.63372  0.10484  2.71761
H  -2.20627  -1.55032  2.89440
H  -2.43532  -0.69461  1.37065
H  -2.19344  -2.25311  -0.19366
H  -1.60243  -3.84705  0.25143
H  -1.01283  -3.07388  -1.20646
C  0.88125  3.29780  -2.13042
C  0.82118  1.93816  -1.52887
N  1.14215  1.65859  -0.32325
N  1.58365  2.66074  0.49697
C  2.49666  2.21291  1.31158
N  3.03800  3.06864  2.19600
S  3.06716  0.55618  1.36892
C  0.51436  0.75094  -2.36151
C  0.09224  0.86553  -3.67330
C  -0.07792  -0.28218  -4.43329
C  0.19813  -1.50969  -3.86011
C  0.60147  -1.54256  -2.53679
N  0.74624  -0.44990  -1.79009
H  1.13046  4.03046  -1.37093
H  1.63804  3.32331  -2.91853
H  -0.08726  3.54497  -2.56645
H  2.82945  4.04943  2.10379
H  3.83749  2.78961  2.73339
H  -0.09772  1.84341  -4.09126
H  -0.40914  -0.21339  -5.46099
H  0.10771  -2.43214  -4.41627
H  0.83804  -2.47700  -2.05594
C  -4.09362  3.15099  -0.96403
P  -2.44942  2.34127  -1.02288
C  -2.04036  2.33222  0.77020
C  -2.95542  0.58697  -1.22901
H  -4.75575  2.67717  -0.23628
H  -4.56384  3.11164  -1.94710
H  -3.96997  4.20133  -0.69743
H  -2.86676  1.95319  1.37671
H  -1.79763  3.34427  1.09579
H  -1.15594  1.71480  0.94591
H  -3.76487  0.29958  -0.55262
H  -2.09280  -0.05799  -1.04114
H  -3.28001  0.41049  -2.25621


Question: What is the formula in the fourth record?
Answer: C4H10O2Tm


Repeat the second record exactly.
# C4H4N2OS

A single C4H4N2OS molecule at a distorted geometry (ωB97M-V/def2-TZVPD, the Open Molecules 2025 dataset).

## Properties
**Frontier orbital gap**: 8.0615 eV
**LUMO level**: -0.473 eV
**E_HOMO**: -8.53 eV
**E**: -20073.3588 eV
**SMILES**: C=Cc1nc(=S)o[nH]1

Positions of all 12 atoms, in Å:
C  -2.13724  0.36032  0.65056
C  -0.93202  0.86512  0.63633
C  0.25109  0.18728  0.13018
C  2.28366  -0.40874  -0.30773
H  -3.01500  0.89356  1.01480
H  -2.27742  -0.64947  0.25410
H  -0.72806  1.85704  1.06464
H  -0.50074  -0.95337  -1.53685
N  1.48585  0.38506  0.47893
N  0.18996  -0.79295  -0.80948
O  1.49325  -1.11129  -1.17763
S  3.88667  -0.63257  -0.39785